No. 1
ORCA calculation (ωB97M-V with the def2-TZVPD basis set) on a molecular structure, C28H29ErF5N5OP2Te at a distorted geometry.

Its expectation value of S² is 3.752. The calculation puts the total energy at -106070.430 eV. As for the HOMO energy (alpha / beta): -13.9994 / -13.9920 eV. Its orbital gap (alpha / beta) is 5.558 / 5.552 eV. The LUMO energy (alpha / beta) is -8.441 / -8.440 eV.

Structure (ORCA input):
```
! wB97M-V def2-TZVPD RIJCOSX def2/J DEFGRID3
* xyz 2 4
Er 2.14 -14.01 13.61
Te -0.19 -15.82 13.39
P 0.95 -11.74 12.59
P 2.20 -12.42 15.88
F -1.88 -15.77 12.57
F 0.12 -17.37 12.36
F -0.73 -16.95 14.77
F 1.74 -16.14 14.12
F 1.17 -15.15 11.90
O -0.04 -14.18 14.20
N 4.10 -14.68 10.50
N 3.86 -14.14 9.27
N 5.00 -15.70 10.71
N 3.56 -14.20 11.64
N 4.09 -14.96 12.64
C -3.08 -11.16 11.96
C 5.87 -11.32 14.52
C 4.09 -13.58 19.27
C 3.76 -13.29 17.95
C 2.94 -9.80 8.93
C -1.77 -10.96 12.42
C 0.92 -10.38 10.12
C 1.85 -12.99 19.95
C -3.43 -12.33 11.30
C -2.46 -13.31 11.07
C 0.69 -10.05 15.00
C 1.68 -11.08 11.08
C 3.70 -10.50 9.88
C -1.15 -13.11 11.49
C 3.08 -11.12 10.95
C 1.20 -10.17 13.57
C 6.10 -10.08 15.14
C 2.47 -12.81 17.62
C 1.56 -9.75 9.05
C 3.68 -11.42 15.55
C 4.66 -11.97 14.70
C 5.12 -9.53 15.97
C 1.50 -12.69 18.63
C 0.73 -11.28 15.92
C 3.13 -13.43 20.27
C 3.92 -10.21 16.20
C -0.79 -11.93 12.17
C 4.95 -15.83 12.05
H 4.49 -13.43 17.15
H 1.23 -9.23 15.48
H -3.81 -10.38 12.15
H 3.65 -11.64 11.72
H -0.36 -9.69 14.98
H 3.00 -13.60 9.23
H -4.45 -12.49 10.98
H 0.61 -10.94 16.96
H 1.11 -12.88 20.72
H 4.20 -14.70 8.50
H 5.08 -13.92 19.51
H 0.82 -9.34 12.95
H 0.97 -9.21 8.33
H 6.62 -11.78 13.87
H 5.55 -16.56 12.57
H -0.17 -10.34 10.22
H 4.78 -10.53 9.79
H -2.71 -14.22 10.54
H 3.37 -13.66 21.30
H -0.13 -11.93 15.74
H 7.04 -9.56 14.98
H 4.47 -12.94 14.20
H 0.50 -12.37 18.38
H 2.29 -10.02 13.57
H 5.28 -8.58 16.45
H 3.43 -9.31 8.10
H -0.37 -13.83 11.26
H 3.19 -9.80 16.89
H -1.51 -10.04 12.92
*
```



No. 2
ORCA calculation (ωB97M-V with the def2-TZVPD basis set) on 2 unconnected molecules or ions with the total composition C28H29N3O3S at a distorted geometry.

The calculation puts the total energy at -50950.213 eV. As for the HOMO energy: -6.4675 eV. Its orbital gap is 4.200 eV. The LUMO energy is -2.268 eV. The value obtained for the energy above the lowest of the compared OMol25 structures with the same formula, charge and spin is 128.0 kcal/mol.

Structure (ORCA input):
```
! wB97M-V def2-TZVPD RIJCOSX def2/J DEFGRID3
* xyz 0 1
S -1.25 2.19 4.23
O 3.42 2.10 8.85
O -2.24 -1.74 -3.80
O 1.72 2.78 10.07
N -2.30 -1.33 -0.28
N 2.24 2.51 8.96
N -2.37 -2.97 -1.85
C -3.55 0.26 -1.77
C -2.31 -3.45 5.87
C 1.99 2.28 6.53
C -3.64 -3.41 0.19
C -2.24 -1.24 2.14
C -4.59 1.26 -5.29
C -2.41 -4.26 -2.49
C -2.13 -0.59 3.37
C -4.63 0.71 -4.01
C -2.35 -2.81 -0.40
C -2.51 1.77 -3.49
C -2.48 2.34 -4.77
C 1.45 2.64 7.79
C -0.71 3.03 6.77
C 1.18 2.26 5.41
C -2.25 -0.67 5.86
C -2.31 -1.81 -2.57
C -2.28 -2.77 4.65
C 0.10 3.05 7.89
C -2.33 -0.65 -1.58
C -2.26 -0.64 0.88
C -1.10 -3.50 0.17
C -2.28 -1.35 7.06
C -3.57 0.94 -3.12
C -2.31 -2.75 7.08
C -3.52 2.08 -5.68
C -0.23 2.51 5.51
C -2.22 -1.34 4.61
H -3.31 -4.81 -2.19
H -3.62 -4.50 0.06
H -0.96 -3.28 1.23
H -1.64 2.97 -5.06
H -1.74 3.38 6.83
H -2.29 -0.80 8.00
H -2.35 -4.55 5.86
H -1.53 -4.86 -2.20
H -4.46 -0.35 -1.65
H -2.31 -2.32 2.13
H -1.41 -0.06 -1.71
H -3.54 1.01 -0.96
H -5.45 0.07 -3.69
H -2.29 -3.35 3.73
H 3.04 2.01 6.48
H -2.04 0.49 3.40
H -2.33 -3.30 8.02
H -1.20 -4.58 0.04
H -3.49 2.51 -6.68
H -2.41 -4.12 -3.57
H -2.24 0.45 0.77
H 1.59 2.02 4.43
H -0.27 3.35 8.86
H -4.51 -3.00 -0.34
H -0.21 -3.15 -0.38
H -3.74 -3.18 1.25
H -2.24 0.43 5.83
H -5.40 1.04 -5.99
H -1.71 1.96 -2.77
*
```